This record from the OMol25 dataset describes a single C4H4N2O2 molecule at a distorted geometry. The level of theory is the ωB97M-V functional and the def2-TZVPD basis.

```
12
Properties=species:S:1:pos:R:3:forces:R:3
C -2.574870 -0.846914 -0.090711 -3.0 0.9 -2.1
C -2.091074 0.406163 0.095889 3.2 -3.0 -1.2
N -0.593293 0.495005 -0.016545 -1.4 -0.7 1.7
N 0.285756 1.490208 -0.007786 -2.8 -0.2 0.0
C 1.492273 1.027426 -0.035910 0.4 3.6 -1.2
C 1.417296 -0.381415 -0.149751 3.0 -4.5 4.2
O 2.323225 -1.207383 -0.034375 -2.5 1.6 -1.4
O 0.015490 -0.762031 0.300210 2.4 2.9 -2.9
H -1.937685 -1.752793 -0.325730 -1.0 1.4 0.7
H -3.787217 -0.874966 -0.481307 3.6 -0.1 1.8
H -2.571392 1.331843 0.073731 -0.7 1.2 0.1
H 2.277585 1.923178 -0.140154 -1.3 -3.1 0.2
```
Positions in Å, forces in eV/Å.

Calculated values
2S+1: 1
SMILES string: C=Cn1ncc(=O)o1
Molar mass: 112.09 g/mol
Frontier orbital gap: 0.31511 Ha
Energy relative to the best compared isomer or geometry (same formula, charge and spin): 134.07 kcal/mol

Mulliken atomic charge list, values in e, 2 entries: number 1, C, carries -0.59; number 2, C, carries -0.12

This record from the OMol25 dataset describes a single C4H4N2O2 molecule at a distorted geometry. The level of theory is the ωB97M-V functional and the def2-TZVPD basis.

```
12
Properties=species:S:1:pos:R:3:forces:R:3
C 2.873025 0.480450 0.017691 0.4 0.1 0.2
C 1.688458 0.272473 0.050056 1.2 0.3 0.0
C 0.281208 0.048379 0.046787 0.3 0.0 -0.6
N -0.321837 -0.698165 0.870676 -0.5 -0.2 0.4
O 0.532155 -1.223404 1.835327 -0.7 -0.3 0.3
N -0.378446 0.691074 -1.012451 -0.2 0.5 -0.4
C -1.736085 0.662616 -1.277779 -0.2 -1.1 0.7
O -2.503890 -0.071635 -0.683072 0.4 1.2 -1.0
H 3.947503 0.672216 0.070646 -1.0 -0.2 -0.1
H -0.116285 -1.676115 2.417018 0.7 0.3 -0.5
H 0.202651 1.267269 -1.621671 -0.3 -0.3 0.5
H -1.997660 1.363053 -2.112136 0.0 -0.4 0.5
```
Positions in Å, forces in eV/Å.

Calculated values
2S+1: 1
SMILES string: C#C/C(=N\O)NC=O
Molar mass: 112.09 g/mol
Frontier orbital gap: 0.36458 Ha
Energy relative to the best compared isomer or geometry (same formula, charge and spin): 97.86 kcal/mol

Mulliken atomic charge list, values in e, 2 entries: number 1, C, carries 0.38; number 2, C, carries -0.50